1.
A structure of composition C32H32BrN3Sc in a non-equilibrium geometry. Source: the OMol25 dataset; level of theory: the ωB97M-V functional and the def2-TZVPD basis.

ORCA input file:
```
! RIJCOSX wB97M-V def2-TZVPD def2/J DEFGRID3
* xyz -1 1
Sc 0.642 0.085 0.473
Br 3.203 0.642 1.730
C 3.230 2.519 1.160
C 4.286 3.259 1.633
C 4.398 4.603 1.275
C 3.460 5.153 0.441
C 2.373 4.395 -0.047
C 1.422 4.978 -0.903
C 0.352 4.243 -1.338
C 0.184 2.914 -0.932
C 1.076 2.237 -0.096
C 2.202 3.021 0.329
H 5.026 2.802 2.271
H 5.221 5.193 1.654
H 3.539 6.188 0.138
H 1.545 6.011 -1.205
H -0.387 4.690 -1.992
H -0.693 2.390 -1.314
C 1.886 -3.239 -1.881
C 0.799 -2.804 -0.862
C -0.587 -3.156 -1.470
C 0.993 -3.679 0.413
N 0.911 -1.428 -0.588
H 1.781 -4.292 -2.137
H 2.876 -3.079 -1.459
H 1.796 -2.643 -2.786
H -0.670 -4.224 -1.663
H -0.725 -2.619 -2.407
H -1.372 -2.866 -0.770
H 0.918 -4.741 0.170
H 0.230 -3.433 1.155
H 1.978 -3.486 0.839
C -4.837 -0.751 0.935
C -4.215 -1.659 1.779
C -2.906 -1.480 2.163
C -2.150 -0.387 1.697
C -2.803 0.535 0.860
C -4.120 0.350 0.492
N -0.817 -0.254 1.995
C -0.405 -0.628 3.251
C -1.145 -0.302 4.404
C -0.657 -0.584 5.661
C 0.573 -1.205 5.828
C 1.303 -1.556 4.701
C 0.827 -1.279 3.435
H -5.869 -0.896 0.643
H -4.762 -2.519 2.145
H -2.436 -2.198 2.824
H -2.264 1.417 0.529
H -4.607 1.089 -0.133
H -2.095 0.206 4.290
H -1.241 -0.311 6.532
H 0.958 -1.408 6.819
H 2.252 -2.063 4.811
H 1.385 -1.585 2.549
N -1.497 -0.132 -1.936
C -1.131 -0.116 -3.265
C 0.137 0.360 -3.619
C 0.533 0.377 -4.939
C -0.311 -0.089 -5.939
C -1.578 -0.534 -5.600
C -1.994 -0.536 -4.282
H -2.386 -0.579 -1.753
H -0.737 -0.479 -1.302
H 0.798 0.701 -2.829
H 1.518 0.747 -5.191
H 0.018 -0.100 -6.970
H -2.249 -0.889 -6.372
H -2.985 -0.896 -4.037
*
```

Relative energy (zero: lowest compared OMol25 entry of this formula, charge and spin) = 150.2 kJ/mol
F_max = 0.0371 Eh/bohr
HOMO-LUMO gap = 6.54 eV
M = 583.49 g/mol

---

2.
A structure of composition C32H32CaGeNO7 in a non-equilibrium geometry. Source: the OMol25 dataset; level of theory: the ωB97M-V functional and the def2-TZVPD basis.

ORCA input file:
```
! RIJCOSX wB97M-V def2-TZVPD def2/J DEFGRID3
* xyz -1 1
Ca 0.344 0.445 2.041
O 0.632 4.485 2.500
C 0.289 3.136 2.338
O 0.793 2.558 1.283
C -1.253 2.956 2.501
C -2.237 3.845 2.896
C -3.505 3.318 3.149
C -3.755 1.951 3.076
C -2.710 1.131 2.670
N -1.562 1.680 2.328
C -2.647 -0.414 2.752
O -3.697 -1.025 2.889
O -1.451 -0.858 2.727
H 1.249 4.620 1.766
H -2.014 4.892 3.037
H -4.300 3.986 3.458
H -4.707 1.518 3.345
O 2.135 -2.047 -0.244
C 2.162 -0.925 0.241
O 2.142 -0.634 1.495
C 2.168 0.257 -0.742
C 0.883 0.339 -1.547
Ge 0.109 -1.271 -2.282
C -0.806 -2.376 -1.002
C -1.783 -1.837 -0.166
C -2.417 -2.606 0.804
C -2.091 -3.947 0.918
C -1.127 -4.507 0.091
C -0.480 -3.724 -0.854
C 1.270 -2.342 -3.404
C 0.705 -3.397 -4.124
C 1.466 -4.175 -4.984
C 2.818 -3.903 -5.150
C 3.394 -2.854 -4.452
C 2.626 -2.085 -3.585
C -1.222 -0.602 -3.549
C -0.814 0.244 -4.584
C -1.715 0.737 -5.516
C -3.058 0.390 -5.430
C -3.482 -0.449 -4.414
C -2.571 -0.939 -3.484
H 3.001 0.032 -1.416
H 2.355 1.210 -0.248
H 1.007 1.018 -2.399
H 0.080 0.816 -0.967
H -2.058 -0.787 -0.241
H -3.125 -2.143 1.478
H -2.575 -4.554 1.674
H -0.857 -5.549 0.201
H 0.308 -4.165 -1.448
H -0.350 -3.622 -4.020
H 1.006 -4.992 -5.525
H 3.417 -4.506 -5.821
H 4.448 -2.636 -4.574
H 3.106 -1.284 -3.039
H 0.230 0.520 -4.682
H -1.370 1.390 -6.308
H -3.767 0.775 -6.152
H -4.526 -0.726 -4.337
H -2.928 -1.594 -2.696
C 2.196 1.228 4.987
C 2.001 2.514 4.199
C 1.935 3.702 5.151
C 3.133 2.662 3.192
O 0.712 2.331 3.575
H 3.114 1.295 5.577
H 2.307 0.352 4.341
H 1.354 1.065 5.661
H 2.858 3.765 5.732
H 1.102 3.578 5.843
H 1.796 4.633 4.608
H 4.075 2.683 3.748
H 3.059 3.587 2.627
H 3.176 1.828 2.491
*
```

F_max = 0.0231 Eh/bohr
HOMO-LUMO gap = 8.65 eV
M = 655.30 g/mol

---

3.
A structure of composition C32H32CaN4O2S2. Source: the OMol25 dataset; level of theory: the ωB97M-V functional and the def2-TZVPD basis.

ORCA input file:
```
! RIJCOSX wB97M-V def2-TZVPD def2/J DEFGRID3
* xyz -2 1
Ca -0.622 0.051 0.047
O 1.536 -0.696 0.181
C 2.123 -1.153 -2.139
C 3.537 -1.312 -2.660
C 3.896 -2.116 -3.674
C 2.946 -2.932 -4.373
C 1.635 -2.807 -4.002
C 1.152 -1.945 -2.992
C -0.256 -1.907 -2.848
N -1.012 -1.242 -2.025
C -2.445 -1.382 -2.291
C -3.316 -0.977 -1.100
N -2.851 0.301 -0.613
C -3.583 1.295 -0.359
C -3.049 2.607 0.063
C -3.783 3.666 -0.319
C -3.329 5.045 -0.186
C -2.204 5.326 0.478
C -1.482 4.242 1.185
C -1.651 2.763 0.694
O -0.687 2.249 -0.095
H 4.279 -0.714 -2.138
H 4.945 -2.154 -3.960
H 3.254 -3.607 -5.160
H 0.885 -3.398 -4.523
H -0.763 -2.561 -3.576
H -2.693 -2.416 -2.571
H -2.720 -0.737 -3.139
H -3.182 -1.707 -0.294
H -4.378 -0.958 -1.387
H -4.669 1.254 -0.532
H -4.736 3.494 -0.815
H -3.899 5.829 -0.674
H -1.837 6.348 0.522
H -0.412 4.438 1.276
C 1.832 0.358 -2.165
N 2.176 -1.626 -0.665
C 2.264 -0.446 1.373
C 1.711 0.826 1.998
N 0.299 0.717 2.408
C 0.178 -0.208 3.551
C -0.301 2.007 2.758
C 0.338 2.796 3.636
C -0.262 4.000 4.202
C -1.428 4.460 3.750
C -2.050 3.812 2.565
C -1.691 2.323 2.242
S -2.856 1.041 2.752
C 1.804 -2.998 -0.405
C 2.736 -3.896 -0.938
C 2.592 -5.265 -0.852
C 1.495 -5.773 -0.167
C 0.591 -4.897 0.395
C 0.680 -3.489 0.304
S -0.601 -2.617 1.148
H 2.020 0.688 -3.186
H 2.500 0.904 -1.495
H 0.807 0.634 -1.933
H 3.317 -0.300 1.110
H 2.174 -1.313 2.034
H 1.778 1.637 1.268
H 2.366 1.074 2.848
H 0.847 0.110 4.367
H 0.417 -1.219 3.229
H -0.854 -0.187 3.889
H 1.295 2.480 4.037
H 0.241 4.477 5.039
H -1.910 5.312 4.220
H -3.137 3.905 2.567
H 3.592 -3.479 -1.450
H 3.330 -5.916 -1.307
H 1.343 -6.842 -0.065
H -0.264 -5.280 0.938
*
```

Relative energy (zero: lowest compared OMol25 entry of this formula, charge and spin) = 61.7 kJ/mol
F_max = 0.0139 Eh/bohr
HOMO-LUMO gap = 5.75 eV
M = 608.85 g/mol

---

4.
A structure of composition C32H32FN4O5RuS in a non-equilibrium geometry. Source: the OMol25 dataset; level of theory: the ωB97M-V functional and the def2-TZVPD basis.

ORCA input file:
```
! RIJCOSX wB97M-V def2-TZVPD def2/J DEFGRID3
* xyz 3 5
Ru -0.371 0.148 1.093
C 0.068 1.869 -6.204
C -1.262 2.228 -5.540
C -1.793 3.593 -5.959
C -0.902 4.703 -5.424
C -0.699 4.549 -3.958
C -0.339 5.632 -3.183
C -0.227 5.511 -1.799
F 0.119 6.564 -1.085
C -0.450 4.304 -1.156
C -0.733 3.170 -1.922
C -0.816 1.869 -1.285
O -0.802 1.770 -0.016
C -0.916 0.758 -2.163
C -1.110 0.956 -3.512
N -1.101 2.160 -4.081
C -0.862 3.279 -3.337
C -0.864 -0.665 -1.633
O -1.506 -1.545 -2.149
O -0.030 -0.821 -0.651
H -0.050 1.954 -7.279
H 0.351 0.844 -5.976
H 0.873 2.527 -5.886
H -1.999 1.466 -5.807
H -2.808 3.726 -5.579
H -1.840 3.635 -7.046
H -1.333 5.681 -5.639
H 0.071 4.689 -5.923
H -0.164 6.591 -3.646
H -0.384 4.231 -0.080
H -1.276 0.097 -4.148
S -1.940 0.822 2.733
C -2.218 -0.616 3.713
N -1.614 -0.714 4.880
C -1.874 -1.806 5.810
C -3.283 -2.336 5.576
C -3.472 -2.672 4.102
N -3.062 -1.533 3.289
H -1.059 0.068 5.196
H -1.770 -1.429 6.828
H -1.127 -2.591 5.653
H -4.006 -1.575 5.870
H -3.459 -3.219 6.187
H -4.521 -2.888 3.891
H -2.882 -3.548 3.814
H -3.536 -1.386 2.406
C 4.496 -2.328 -0.221
O 3.696 -2.085 0.934
C 3.058 -0.930 1.088
C 2.852 0.026 0.083
C 2.183 1.204 0.357
C 1.725 1.493 1.655
C 1.982 0.577 2.684
C 2.587 -0.638 2.397
N 2.787 -1.597 3.414
C 2.415 -2.851 3.351
C 1.527 -3.438 2.418
C 1.685 -4.814 2.142
C 0.952 -5.439 1.156
C 0.004 -4.712 0.426
C -0.259 -3.398 0.737
C 0.472 -2.712 1.739
O 0.154 -1.522 2.114
H 5.028 -3.254 -0.007
H 5.215 -1.519 -0.371
H 3.881 -2.459 -1.114
H 3.214 -0.165 -0.915
H 2.072 1.943 -0.426
H 1.349 2.479 1.900
H 1.734 0.820 3.708
H 3.369 -1.303 4.194
H 2.852 -3.521 4.086
H 2.446 -5.364 2.678
H 1.095 -6.488 0.948
H -0.544 -5.196 -0.368
H -1.052 -2.860 0.231
*
```

Relative energy (zero: lowest compared OMol25 entry of this formula, charge and spin) = 61.2 kJ/mol
⟨S²⟩ = 6.05
F_max = 0.0461 Eh/bohr
HOMO-LUMO gap (spin up / spin down) = 6.53 / 3.26 eV
M = 704.77 g/mol

---

5.
A structure of composition C32H32I3N5O4Ru. Source: the OMol25 dataset; level of theory: the ωB97M-V functional and the def2-TZVPD basis.

ORCA input file:
```
! RIJCOSX wB97M-V def2-TZVPD def2/J DEFGRID3
* xyz -1 2
Ru -0.092 -0.045 0.743
C 2.427 -3.524 -0.279
C 1.855 -2.121 -0.347
O 0.686 -1.987 0.153
C 2.624 -1.123 -0.906
C 2.207 0.217 -1.202
C 3.085 1.009 -2.136
N 1.119 0.763 -0.743
N 0.877 2.058 -1.220
C -0.395 2.368 -1.158
O -1.326 1.632 -0.719
C -0.748 3.741 -1.656
C 0.188 4.566 -2.275
C -0.176 5.825 -2.726
C -1.481 6.276 -2.563
C -2.417 5.458 -1.947
C -2.052 4.196 -1.498
H 1.630 -4.222 -0.029
H 3.194 -3.577 0.498
H 2.888 -3.821 -1.222
H 3.590 -1.415 -1.296
H 3.995 0.454 -2.359
H 3.331 1.977 -1.701
H 2.553 1.221 -3.064
H 1.199 4.200 -2.390
H 0.560 6.459 -3.206
H -1.764 7.261 -2.915
H -3.435 5.805 -1.815
H -2.766 3.541 -1.017
I -2.895 -2.017 4.816
C -3.162 -2.227 2.759
C -4.264 -2.947 2.277
C -4.517 -3.058 0.936
I -6.170 -4.179 0.315
C -3.681 -2.402 -0.005
C -3.850 -2.400 -1.406
C -2.990 -1.690 -2.196
C -1.955 -0.950 -1.604
N -1.767 -0.951 -0.308
C -2.583 -1.672 0.495
C -2.250 -1.613 1.900
O -1.186 -1.003 2.270
H -4.925 -3.420 2.991
H -4.669 -2.958 -1.843
H -3.105 -1.674 -3.272
H -1.284 -0.334 -2.186
I -0.411 1.694 3.961
C -0.616 1.680 1.783
H -0.024 2.551 1.498
H -1.666 1.921 1.654
C 3.416 -5.446 4.146
C 2.772 -4.547 5.192
N 2.278 -3.290 4.632
C 0.823 -3.135 4.582
C 0.190 -3.992 3.494
C 3.225 -2.370 4.321
O 4.408 -2.572 4.580
C 2.871 -1.127 3.554
C 3.742 -0.045 3.638
C 3.516 1.063 2.846
C 2.430 1.071 1.990
N 1.591 0.039 1.914
C 1.814 -1.041 2.669
H 3.771 -6.370 4.607
H 4.269 -4.941 3.695
H 2.705 -5.704 3.360
H 3.493 -4.321 5.978
H 1.918 -5.047 5.651
H 0.555 -2.089 4.464
H 0.431 -3.431 5.560
H 0.556 -3.719 2.502
H -0.891 -3.863 3.496
H 0.406 -5.050 3.656
H 4.591 -0.108 4.305
H 4.169 1.924 2.882
H 2.205 1.913 1.349
H 1.120 -1.847 2.504
*
```

Relative energy (zero: lowest compared OMol25 entry of this formula, charge and spin) = 26.1 kJ/mol
⟨S²⟩ = 0.76
F_max = 0.0158 Eh/bohr
HOMO-LUMO gap (spin up / spin down) = 6.35 / 6.32 eV
M = 1032.42 g/mol

---

6.
A structure of composition C32H32IN4O6P2Zn. Source: the OMol25 dataset; level of theory: the ωB97M-V functional and the def2-TZVPD basis.

ORCA input file:
```
! RIJCOSX wB97M-V def2-TZVPD def2/J DEFGRID3
* xyz 1 1
Zn 0.871 0.453 0.081
O 2.418 1.990 -3.410
C 2.107 1.338 -2.433
O 0.929 1.258 -1.898
C 3.184 0.589 -1.659
C 4.474 0.370 -2.119
C 5.379 -0.242 -1.259
C 5.003 -0.547 0.041
C 3.708 -0.264 0.427
N 2.829 0.251 -0.427
C 3.247 -0.329 1.859
O 3.983 -0.596 2.764
O 1.970 0.082 2.014
H 4.738 0.682 -3.120
H 6.387 -0.454 -1.590
H 5.693 -0.976 0.753
N 0.176 3.765 -1.469
C 1.225 4.139 -0.468
P 0.688 3.510 1.189
O -0.253 4.478 1.783
O 0.197 2.095 0.923
C 2.224 3.311 2.170
N 1.971 2.333 3.254
H 0.307 2.738 -1.728
H 0.269 4.305 -2.328
H -0.774 3.894 -1.103
H 1.321 5.222 -0.433
H 2.162 3.702 -0.814
H 2.537 4.285 2.552
H 3.022 2.918 1.532
H 2.726 2.365 3.933
H 1.931 0.940 2.652
H 1.121 2.580 3.754
C -1.916 -3.965 -2.913
C -0.881 -3.059 -3.094
C -0.721 -2.008 -2.203
C -1.609 -1.843 -1.140
C -2.640 -2.761 -0.958
C -2.787 -3.820 -1.840
P -1.354 -0.377 -0.111
C -2.208 0.995 -0.962
C -2.298 1.030 -2.351
C -2.827 2.143 -2.990
C -3.270 3.229 -2.246
C -3.182 3.200 -0.858
C -2.649 2.090 -0.217
C -2.250 -0.535 1.450
C -1.546 -0.470 2.649
C -2.215 -0.566 3.861
C -3.593 -0.716 3.880
C -4.307 -0.751 2.689
C -3.641 -0.654 1.479
H -2.042 -4.788 -3.604
H -0.189 -3.173 -3.918
H 0.096 -1.308 -2.343
H -3.320 -2.667 -0.122
H -3.587 -4.533 -1.693
H -1.953 0.191 -2.942
H -2.899 2.157 -4.069
H -3.697 4.090 -2.745
H -3.534 4.038 -0.270
H -2.565 2.087 0.862
H -0.474 -0.319 2.638
H -1.661 -0.514 4.789
H -4.116 -0.788 4.824
H -5.384 -0.845 2.703
H -4.207 -0.647 0.555
I 2.858 -3.072 -1.976
C 1.552 -3.561 -0.409
C 0.886 -4.778 -0.441
C 0.036 -5.069 0.611
C -0.092 -4.154 1.647
C 0.627 -2.975 1.575
N 1.430 -2.663 0.552
H 1.030 -5.465 -1.262
H -0.510 -6.003 0.625
H -0.733 -4.346 2.496
H 0.569 -2.242 2.369
*
```

Relative energy (zero: lowest compared OMol25 entry of this formula, charge and spin) = 0.0 kJ/mol
F_max = 0.0046 Eh/bohr
HOMO-LUMO gap = 8.67 eV
M = 822.87 g/mol